Record 1
{"formula": "C25H49BO24", "method": "the ωB97M-V functional and the def2-TZVPD basis", "elements": ["C", "C", "O", "B", "O", "C", "O", "C", "O", "O", "C", "C", "O", "C", "H", "H", "H", "H", "H", "H", "H", "H", "H", "H", "H", "H", "H", "C", "O", "C", "O", "O", "C", "H", "H", "H", "H", "H", "H", "C", "O", "C", "O", "O", "C", "H", "H", "H", "H", "H", "H", "C", "O", "C", "O", "O", "C", "H", "H", "H", "H", "H", "H", "C", "O", "C", "O", "O", "C", "H", "H", "H", "H", "H", "H", "C", "O", "C", "O", "O", "C", "H", "H", "H", "H", "H", "H", "C", "O", "C", "O", "O", "C", "H", "H", "H", "H", "H", "H"], "xyz": [[4.7793, -0.0195, -0.2026], [4.6744, 1.5701, -0.5119], [3.6733, 1.8562, -1.5266], [2.4131, 2.2124, -0.9124], [2.0763, 3.6051, -0.9718], [1.4581, 1.0995, -0.2032], [1.4805, 0.9640, 1.2617], [0.1203, 0.5788, 1.5175], [-0.5664, 0.7800, 2.5518], [-0.4384, -0.0679, 0.3484], [-0.0356, 0.8582, -0.7055], [-0.9973, 2.0938, -1.0415], [-1.8451, 2.5199, 0.0405], [-3.0290, 1.7084, 0.1589], [5.8268, -0.4178, -0.3804], [4.4658, -0.2746, 0.8613], [4.1014, -0.5279, -0.9706], [4.5607, 2.1876, 0.4373], [5.6781, 1.8729, -0.9692], [1.3347, 3.7505, -0.3456], [1.9672, 0.1122, -0.5095], [0.1301, 0.3947, -1.7430], [-0.4146, 2.9926, -1.4147], [-1.6662, 1.7580, -1.9149], [-2.8449, 0.6959, 0.6622], [-3.7404, 2.2685, 0.8648], [-3.5853, 1.5348, -0.8170], [3.1217, 2.6762, -4.4132], [3.7027, 1.8055, -5.3831], [2.8224, 1.2788, -6.2456], [1.6331, 1.4801, -6.2563], [3.4949, 0.4874, -7.0948], [2.6756, -0.1443, -8.0764], [3.9209, 3.0420, -3.7708], [2.6492, 3.5329, -4.8984], [2.4020, 2.1372, -3.7948], [2.1854, 0.6002, -8.7066], [1.9376, -0.7944, -7.6019], [3.3204, -0.7572, -8.7061], [2.2009, 2.1953, 8.0515], [2.7978, 1.3261, 7.0915], [1.9280, 0.7861, 6.2236], [0.7388, 0.9767, 6.2023], [2.6133, -0.0025, 5.3843], [1.8050, -0.6506, 4.4011], [2.9944, 2.5715, 8.6974], [1.7239, 3.0447, 7.5585], [1.4811, 1.6528, 8.6677], [1.3035, 0.0733, 3.7591], [1.0736, -1.3096, 4.8744], [2.4633, -1.2595, 3.7805], [-0.9120, 6.2149, 1.5260], [-0.0989, 6.5251, 0.3968], [-0.4181, 7.6727, -0.2215], [-1.3026, 8.4255, 0.0970], [0.4205, 7.8339, -1.2559], [0.1955, 9.0235, -2.0103], [-0.5578, 5.2706, 1.9399], [-0.8208, 6.9856, 2.2939], [-1.9547, 6.0915, 1.2276], [0.3373, 9.9081, -1.3865], [-0.8037, 9.0177, -2.4502], [0.9280, 9.0485, -2.8171], [-2.1753, -5.2669, 7.3747], [-1.4542, -4.1505, 6.8572], [-2.2319, -3.1678, 6.3798], [-3.4379, -3.1654, 6.3609], [-1.4340, -2.1897, 5.9277], [-2.1301, -1.0660, 5.3857], [-1.4476, -5.9959, 7.7312], [-2.8026, -4.9643, 8.2157], [-2.7773, -5.7330, 6.5921], [-2.7539, -0.5947, 6.1477], [-2.7312, -1.3640, 4.5245], [-1.3862, -0.3418, 5.0530], [-2.9523, -6.8934, 0.4318], [-3.7363, -5.7419, 0.7369], [-3.6371, -5.3312, 2.0108], [-2.9642, -5.8442, 2.8694], [-4.4166, -4.2512, 2.1608], [-4.4077, -3.7032, 3.4795], [-3.1101, -7.1335, -0.6197], [-1.8908, -6.6886, 0.5844], [-3.2708, -7.7471, 1.0333], [-3.4049, -3.3725, 3.7520], [-4.7836, -4.4299, 4.2016], [-5.0699, -2.8373, 3.4855], [-1.1092, -6.1851, -8.8726], [-1.2789, -4.7710, -8.7921], [-0.9308, -4.2422, -7.6096], [-0.5061, -4.8499, -6.6598], [-1.1380, -2.9181, -7.6696], [-0.8075, -2.2202, -6.4702], [-1.4205, -6.5007, -9.8683], [-0.0604, -6.4558, -8.7358], [-1.7373, -6.6911, -8.1368], [0.2534, -2.3339, -6.2383], [-1.4239, -2.5686, -5.6391], [-1.0134, -1.1619, -6.6313]], "lowdin_charge": [-0.07, -0.20, -0.04, -0.45, 0.14, -0.11, 0.04, -0.36, 0.11, 0.03, -0.18, -0.13, -0.20, -0.11, 0.08, 0.08, 0.08, 0.13, 0.13, 0.10, 0.15, 0.18, 0.14, 0.14, 0.10, 0.11, 0.10, -0.04, 0.01, -0.60, 0.12, 0.00, -0.04, 0.10, 0.11, 0.09, 0.10, 0.08, 0.10, -0.05, 0.00, -0.60, 0.13, 0.01, -0.03, 0.09, 0.10, 0.10, 0.06, 0.10, 0.10, -0.04, -0.01, -0.60, 0.13, 0.00, -0.05, 0.09, 0.10, 0.10, 0.10, 0.10, 0.09, -0.04, 0.00, -0.60, 0.11, 0.00, -0.03, 0.09, 0.10, 0.10, 0.10, 0.08, 0.07, -0.05, 0.00, -0.60, 0.12, 0.00, -0.04, 0.09, 0.10, 0.10, 0.08, 0.10, 0.10, -0.05, 0.00, -0.61, 0.12, 0.00, -0.05, 0.09, 0.10, 0.10, 0.09, 0.10, 0.10], "smiles": "CCOB(O)[C@H]1OC(=O)O[C@H]1COC.COC(=O)OC.COC(=O)OC.COC(=O)OC.COC(=O)OC.COC(=O)OC.COC(=O)OC", "total_charge": 0, "total_energy_ha": -2812.62228, "fmax_ev_per_a": 6.0, "homo_energy_ha": -0.3787}



Record 2
{"formula": "C25H49Br2InO22", "method": "the ωB97M-V functional and the def2-TZVPD basis", "elements": ["In", "C", "O", "H", "H", "H", "C", "C", "C", "O", "C", "O", "O", "H", "H", "H", "H", "H", "H", "Br", "C", "C", "Br", "H", "H", "H", "H", "C", "O", "C", "O", "O", "C", "H", "H", "H", "H", "H", "H", "C", "O", "C", "O", "O", "C", "H", "H", "H", "H", "H", "H", "C", "O", "C", "O", "O", "C", "H", "H", "H", "H", "H", "H", "C", "O", "C", "O", "O", "C", "H", "H", "H", "H", "H", "H", "C", "O", "C", "O", "O", "C", "H", "H", "H", "H", "H", "H", "C", "O", "C", "O", "O", "C", "H", "H", "H", "H", "H", "H"], "xyz": [[-13.0141, 22.2161, -17.8059], [-12.4806, 26.2728, -19.1802], [-12.4983, 25.0333, -18.6987], [-13.2860, 26.9081, -18.7633], [-11.6246, 26.8283, -18.6881], [-12.3755, 26.3621, -20.2618], [-16.9363, 26.3203, -20.2683], [-16.6294, 27.7788, -20.6659], [-17.6457, 28.7937, -20.0870], [-16.8258, 29.8158, -19.5333], [-15.5723, 29.4020, -19.4672], [-14.6922, 29.9765, -18.8931], [-15.4475, 28.1651, -20.0083], [-17.9213, 26.1253, -20.6970], [-16.9701, 26.2314, -19.1808], [-16.2600, 25.5434, -20.6260], [-16.6739, 27.8633, -21.7542], [-18.1694, 28.2821, -19.2757], [-18.3868, 29.1436, -20.7999], [-10.3379, 28.0120, -19.1498], [-11.8785, 29.0509, -19.6433], [-11.6617, 30.4841, -20.0676], [-10.6104, 30.6785, -21.6820], [-12.3965, 29.0597, -18.6839], [-12.5895, 28.5288, -20.2814], [-11.1034, 31.0299, -19.3091], [-12.6309, 30.9756, -20.1299], [-8.4403, 20.7995, -17.9185], [-8.0584, 21.8537, -18.7809], [-8.9868, 22.6598, -19.2525], [-10.1818, 22.5201, -19.2445], [-8.3845, 23.7483, -19.7031], [-9.2482, 24.7794, -20.0911], [-9.3042, 21.1381, -17.3448], [-7.7003, 20.4542, -17.1999], [-8.6991, 19.9387, -18.5371], [-10.0255, 25.0458, -19.3641], [-9.8555, 24.4251, -20.9290], [-8.7903, 25.7325, -20.3392], [-10.2697, 21.7301, -14.2580], [-9.8008, 23.0649, -14.3311], [-9.9130, 23.6628, -15.5211], [-10.4882, 23.1679, -16.4697], [-9.3340, 24.8418, -15.4053], [-9.1921, 25.6268, -16.5827], [-11.2641, 21.7128, -14.7058], [-10.3557, 21.3263, -13.2525], [-9.5659, 21.0990, -14.8028], [-9.9640, 25.4569, -17.3319], [-8.1897, 25.4754, -16.9828], [-9.2677, 26.6685, -16.2718], [-12.8166, 26.2075, -15.5904], [-13.2535, 25.6920, -14.3408], [-13.4008, 24.3889, -14.1615], [-13.0993, 23.5081, -14.9287], [-13.8031, 24.2870, -12.8911], [-14.1557, 23.0083, -12.3520], [-13.5994, 25.9240, -16.3020], [-11.9010, 25.7692, -15.9881], [-12.7763, 27.2929, -15.5953], [-13.5664, 22.2438, -12.8555], [-15.2256, 22.8411, -12.4762], [-13.9630, 23.0398, -11.2830], [-13.5852, 27.9090, -22.6905], [-13.9363, 27.1041, -23.8012], [-13.4770, 27.4971, -25.0146], [-12.9003, 28.5310, -25.2088], [-13.8288, 26.5782, -25.8815], [-13.5218, 26.6960, -27.2743], [-13.7331, 27.2903, -21.8056], [-14.2953, 28.7384, -22.7352], [-12.5915, 28.3562, -22.6461], [-13.6456, 25.7306, -27.7624], [-12.4816, 26.9696, -27.4361], [-14.2742, 27.3314, -27.7373], [-13.3697, 22.6210, -27.0674], [-13.1829, 22.8954, -25.6873], [-14.2548, 23.0496, -24.9475], [-15.3886, 22.8841, -25.3158], [-13.8870, 23.4822, -23.7340], [-14.7807, 24.0343, -22.8044], [-14.0235, 23.3579, -27.5324], [-13.7793, 21.6301, -27.2633], [-12.4459, 22.6373, -27.6425], [-15.7727, 24.1233, -23.2472], [-14.4579, 25.0028, -22.4179], [-14.7029, 23.3373, -21.9644], [-17.4073, 23.7325, -15.0951], [-17.4160, 24.3989, -16.3593], [-16.5104, 24.0613, -17.2659], [-15.4440, 23.5104, -17.0802], [-16.9608, 24.5119, -18.4288], [-16.3356, 24.1345, -19.6607], [-17.7293, 24.4492, -14.3375], [-16.4772, 23.2865, -14.7503], [-18.2114, 23.0080, -14.9529], [-16.5775, 24.8856, -20.4057], [-16.5033, 23.0829, -19.8744], [-15.2611, 24.3068, -19.5162]], "lowdin_charge": [1.15, -0.23, -0.03, 0.15, -0.03, 0.11, -0.01, -0.27, -0.05, 0.12, -0.55, 0.15, 0.05, 0.15, 0.12, 0.02, 0.16, 0.14, 0.15, 1.16, -0.60, -0.65, 0.72, 0.06, 0.05, 0.07, 0.08, -0.02, 0.04, -0.61, 0.03, 0.05, -0.08, 0.07, 0.11, 0.11, 0.03, 0.12, 0.08, -0.02, 0.03, -0.59, -0.01, 0.05, -0.04, 0.08, 0.11, 0.10, 0.04, 0.12, 0.10, -0.02, 0.04, -0.58, 0.04, 0.02, 0.00, 0.08, 0.07, 0.11, 0.09, 0.09, 0.11, -0.07, -0.02, -0.60, 0.15, 0.01, 0.00, 0.06, 0.11, 0.07, 0.08, 0.11, 0.11, -0.03, 0.02, -0.61, 0.14, 0.00, -0.05, 0.09, 0.10, 0.10, 0.11, 0.07, 0.09, -0.02, 0.05, -0.57, -0.04, 0.00, -0.06, 0.10, 0.08, 0.11, -0.06, 0.13, 0.10], "total_charge": 2, "total_energy_ha": -7974.53283, "fmax_ev_per_a": 9.4, "homo_energy_ha": -0.5289}